No. 1
Density functional theory data (wB97M-V/def2-TZVPD) for a single C2HF3O2 molecule in a non-equilibrium geometry.

Its orbital gap is 12.107 eV. Its SMILES is O=C(F)C(O)(F)F. The electronic energy is -14337.0168 eV. The calculation puts the LUMO energy at 0.55 eV.

Last columns: bonded neighbours and bond lengths (Å).
Element x y z (Å)
1 O 0.61833 -2.05470 0.21456  C2 1.180
2 C 0.86830 -0.90116 0.20493  O1 1.180, F3 1.358, C4 1.763
3 F 2.08002 -0.31732 0.38875  C2 1.358
4 C -0.27337 0.39885 -0.13615  C2 1.763, O5 1.278, F6 1.394, F7 1.334
5 O -1.24874 0.44863 0.68755  C4 1.278, H8 0.931
6 F 0.48594 1.56675 -0.07483  C4 1.394
7 F -0.57882 0.16431 -1.41292  C4 1.334
8 H -1.95166 0.69464 0.12812  O5 0.931

Results of the Löwdin charge analysis, in e, for atoms 1 through 2: O 0.19; C -0.28



No. 2
Density functional theory data (wB97M-V/def2-TZVPD) for a single C3H6N2O molecule in a non-equilibrium geometry.

Its orbital gap is 9.224 eV. The electronic energy is -8232.0861 eV. The calculation puts the LUMO energy at 0.50 eV.

Last columns: bonded neighbours and bond lengths (Å).
Element x y z (Å)
1 C -0.00002 -1.01016 -0.11263  C2 1.558, C3 1.595, H7 1.047, H8 1.029
2 C 1.08519 0.02971 0.29959  C1 1.558, N4 1.432, H9 1.100, H10 1.108
3 C -1.36151 -0.28394 -0.51512  C1 1.595, O6 1.218, H11 1.199
4 N 0.47489 1.31677 0.15569  C2 1.432, N5 1.236, H12 1.068
5 N -0.58163 1.65045 -0.39271  N4 1.236
6 O -2.17641 -0.28299 0.39048  C3 1.218
7 H 0.36684 -1.76081 -0.74380  C1 1.047
8 H -0.34169 -1.44219 0.75602  C1 1.029
9 H 1.21596 -0.11374 1.38202  C2 1.100
10 H 2.05769 0.14949 -0.21771  C2 1.108
11 H -1.68701 -0.38172 -1.66534  C3 1.199
12 H 0.94771 2.12913 0.66351  N4 1.068

Results of the Löwdin charge analysis, in e, for atoms 1 through 2: C -0.10; C -0.15



No. 3
Density functional theory data (wB97M-V/def2-TZVPD) for a single C5H7NOS molecule in a non-equilibrium geometry.

Its orbital gap is 9.325 eV. Its SMILES is C/N=C1\CCSC1=O. The electronic energy is -19670.3062 eV. The calculation puts the LUMO energy at 0.52 eV.

Last columns: bonded neighbours and bond lengths (Å).
Element x y z (Å)
1 C -1.87330 1.51449 -0.10854  N2 1.441, H9 1.095, H10 1.088, H11 1.092
2 N -0.43297 1.54258 -0.14434  C1 1.441, C3 1.240
3 C 0.23853 0.52410 0.07617  N2 1.240, C4 1.485, C7 1.780
4 C -0.08197 -0.89304 0.38508  C3 1.485, C5 1.519, H12 1.093, H13 1.093
5 C 0.96084 -1.76989 -0.28695  C4 1.519, S6 1.837, H14 1.087, H15 1.092
6 S 2.60175 -0.98675 -0.02411  C5 1.837, C7 1.736
7 C 2.01377 0.64538 0.02555  C3 1.780, S6 1.736, O8 1.182
8 O 2.62760 1.65489 0.06610  C7 1.182
9 H -2.27327 0.69937 -0.72037  C1 1.095
10 H -2.23764 2.47319 -0.47298  C1 1.088
11 H -2.22520 1.38372 0.91721  C1 1.092
12 H -0.02551 -1.02280 1.46887  C4 1.093
13 H -1.08953 -1.15331 0.05061  C4 1.093
14 H 0.99388 -2.77215 0.13325  C5 1.087
15 H 0.80301 -1.83978 -1.36553  C5 1.092

Results of the Löwdin charge analysis, in e, for atoms 1 through 2: C -0.12; N 0.04